No. 1
This record from the OMol25 dataset describes C22H50ErN3OP3 as an isolated structure. The level of theory is ωB97M-V/def2-TZVPD.

As for the HOMO-LUMO gap (alpha / beta): 5.22 / 5.30 eV. The largest force on an atom comes out at 7.7 eV/A. Its total energy is -3145.9193 Eh. The multiplicity is 4. As for the total charge: +3. As for the expectation value of S²: 3.75.

Structure (XYZ):
```
80
Properties=species:S:1:pos:R:3:forces:R:3:mulliken_charge:R:1
H 1.352 -1.038 -1.953 -2.804 1.601 -1.414 -0.13
H 2.724 0.822 3.014 0.082 0.010 -0.031 0.42
C 3.597 1.694 -1.114 0.240 -0.217 -0.690 -1.21
C 1.110 -1.289 -4.480 0.134 -0.139 0.426 -0.42
H -0.010 2.831 -2.748 -0.364 -0.872 1.278 0.22
P -1.040 -2.479 0.024 -0.208 -0.165 -0.909 1.52
C -1.245 -0.998 -3.969 -0.702 -0.060 -0.545 -0.06
H -0.710 -4.186 1.727 -0.073 0.059 0.043 0.44
C 1.263 -1.646 2.319 -0.715 0.052 0.344 -1.21
H -5.021 -0.896 2.561 -0.017 -0.108 0.283 0.41
C -4.290 -0.396 1.945 0.414 -0.415 -0.042 -1.30
H 4.072 1.253 -0.239 0.045 0.196 -0.050 0.37
Er -0.155 1.079 -0.278 2.418 -7.183 1.061 0.02
C -1.076 3.069 -0.838 -0.864 2.852 -4.443 -0.40
C 0.089 -0.888 -3.606 0.582 -0.603 0.008 0.79
N -3.325 0.335 2.773 0.978 0.097 -1.333 0.25
H -0.241 -4.365 -1.321 0.177 0.089 0.232 0.55
H 2.157 -1.258 -4.158 -0.334 0.162 -0.042 0.36
C -2.458 -2.698 -1.169 -0.170 0.798 0.154 -1.54
C 3.174 -1.649 0.244 0.288 0.040 -0.986 -1.58
H 3.558 4.096 0.702 -0.261 -0.156 0.255 0.50
H -2.339 -4.300 1.024 0.223 0.063 0.038 0.50
H 0.908 -3.936 -0.016 -0.067 -0.044 -0.112 0.43
H -1.621 2.012 -2.631 -0.294 -1.141 0.391 0.48
P 2.015 -0.528 1.081 0.506 -0.251 0.577 1.60
H -2.980 -1.720 -1.312 0.194 -0.812 0.041 0.21
C -0.809 0.874 4.205 -0.514 -0.888 1.314 -1.27
C 0.224 -3.538 -0.770 0.035 -0.124 -0.198 -1.44
H -0.510 2.508 1.263 -0.120 0.479 0.634 0.13
N -1.144 1.274 2.871 0.147 0.647 -1.907 0.46
H 1.785 -2.604 2.308 -0.005 0.054 0.101 0.54
H 3.294 0.857 -1.762 0.098 0.349 0.035 0.13
H 3.806 -0.540 2.671 -0.050 0.172 0.023 0.60
H -4.831 0.238 1.258 -0.232 0.478 -0.139 0.40
C -0.098 2.030 2.160 -0.318 -0.500 1.136 -0.69
H 0.278 2.849 2.784 -0.141 -0.171 -0.094 0.74
H 1.355 -1.201 3.319 0.060 -0.186 -0.230 0.53
H -2.565 -1.660 -5.607 0.623 0.149 0.611 0.38
H -2.970 0.465 0.395 -0.002 -0.054 -0.216 0.19
H 0.797 -2.946 -1.483 0.034 -0.167 -0.132 0.18
H -2.096 -3.039 -2.147 -0.111 0.091 0.266 0.48
H 1.845 4.174 1.233 0.207 0.012 -0.055 0.37
C -1.526 -1.561 -5.241 -0.583 0.406 0.145 -0.77
H 3.691 -1.144 -0.601 -0.271 -0.405 0.513 0.35
C -3.722 0.693 4.108 0.792 1.003 1.506 -1.15
O 0.500 -0.490 -2.270 1.786 -0.598 1.232 0.01
C -1.563 -3.608 1.365 -0.260 0.210 0.550 -1.50
P 2.156 2.707 -0.671 0.599 0.972 0.229 0.99
H -3.162 -3.432 -0.751 0.138 0.274 -0.314 0.50
H 0.194 -1.824 2.129 0.485 0.062 0.086 -0.31
H 3.910 0.941 1.688 -0.061 -0.208 0.255 0.35
N -2.075 0.680 0.810 0.214 0.779 1.233 0.02
H 1.594 -2.191 -6.356 0.438 -0.098 -0.274 0.46
H -3.333 1.699 4.398 -0.448 -0.672 -0.441 0.35
C -0.536 -1.989 -6.094 0.723 -0.087 0.043 -0.63
H -3.332 -0.001 4.862 -0.255 -0.041 -0.192 0.37
H -0.487 3.942 -0.479 0.129 -1.037 -0.172 0.37
H -4.795 0.724 4.188 -0.321 -0.004 -0.123 0.47
C 2.306 4.146 -1.832 -0.555 -1.704 0.389 -1.47
H 1.481 4.825 -1.732 -0.308 0.463 0.007 0.41
H -1.969 -3.031 2.206 0.026 -0.224 -0.075 0.36
C 3.227 0.269 2.217 0.016 0.232 -0.163 -1.59
H 4.329 2.307 -1.669 -0.189 -0.298 0.314 0.54
H -2.151 -0.703 -3.404 1.023 -0.100 0.111 0.43
H 2.665 -2.546 -0.122 0.081 0.191 -0.048 0.37
H 3.257 4.628 -1.693 0.352 0.239 0.068 0.51
H -1.119 -0.179 4.380 0.114 0.695 -0.051 0.40
H 2.825 2.727 1.634 0.012 0.660 -0.219 0.25
H -2.049 2.989 -0.378 -0.204 -0.440 0.148 0.37
H 0.263 0.901 4.376 0.126 0.166 -0.156 0.39
H 2.266 3.642 -2.781 0.089 0.312 -0.862 0.52
H 3.931 -1.964 0.967 -0.063 0.002 -0.085 0.55
C -0.810 2.432 -2.053 -0.979 5.440 -0.495 -0.51
H -1.306 1.532 4.920 0.315 -0.225 0.233 0.35
H -3.749 -1.140 1.358 -0.157 -0.177 0.100 0.39
H 0.797 1.385 1.953 -0.488 0.405 -0.086 -0.69
C 2.643 3.512 0.877 0.222 -0.386 0.560 -1.37
C -2.199 0.764 2.156 -0.620 -0.298 -0.071 0.27
H -0.831 -2.458 -7.033 0.325 0.199 0.215 0.42
C 0.816 -1.844 -5.713 -1.362 0.098 0.207 -0.76
```
Forces are in eV/Å.



No. 2
This record from the OMol25 dataset describes C22H50F6Na4O16S2 as an isolated structure. The level of theory is ωB97M-V/def2-TZVPD.

As for the energy above the lowest of the compared OMol25 structures with the same formula, charge and spin: 87.3 kcal per mole. As for the HOMO-LUMO gap: 6.98 eV. The largest force on an atom comes out at 3.9 eV/A. Its total energy is -4116.3187 Eh. As for the total charge: +2.

Structure (XYZ):
```
100
Properties=species:S:1:pos:R:3:forces:R:3:mulliken_charge:R:1
H 6.320 -11.795 -5.211 0.343 0.829 -0.217 0.32
H 5.859 -9.510 1.613 -0.114 -0.242 0.486 0.56
C 7.763 -14.410 -2.427 -0.268 0.932 -1.047 -0.44
H 18.964 -9.470 0.611 0.880 0.319 -0.223 0.36
H 13.439 -18.944 3.287 0.407 -0.757 1.265 0.33
Na 9.827 -11.587 -2.143 -0.111 -0.887 -0.116 0.97
C 13.539 -10.664 -4.129 1.780 0.476 0.385 -0.30
S 15.151 -12.898 3.580 -1.785 0.465 1.176 0.84
C 14.324 -18.308 3.261 -2.419 0.557 0.281 -0.91
H 12.853 -16.258 7.089 -0.506 -0.486 -0.391 0.29
H 15.416 -16.349 1.675 -0.254 0.640 0.227 0.27
H 18.730 -11.538 1.602 0.207 0.555 -0.162 0.37
H 16.087 -11.402 -3.557 0.478 -0.032 -0.035 0.02
F 14.864 -13.863 0.519 -0.397 -0.901 -1.255 -0.02
H 17.587 -8.770 -2.002 -1.230 -0.728 -0.036 0.17
H 15.166 -17.717 0.741 -0.328 -1.157 0.374 0.48
O 12.737 -12.030 1.356 -0.344 1.352 1.069 -0.73
O 17.613 -11.642 -5.760 -1.441 0.325 -0.532 -0.30
H 15.918 -12.952 -6.163 -0.045 0.765 -0.831 0.36
O 11.922 -14.315 1.079 -0.014 -0.122 0.260 -0.55
H 5.091 -9.777 -0.775 -0.188 -0.091 -0.864 0.33
O 13.739 -17.396 2.310 0.180 -0.034 0.413 -0.26
C 13.779 -16.588 6.618 -0.440 0.276 0.210 -0.82
H 17.411 -12.145 -7.754 0.257 -0.252 -0.228 0.31
F 17.448 -14.245 3.342 -0.034 0.074 -0.278 -0.22
H 13.108 -11.301 -3.357 -0.077 -0.464 0.072 -0.04
O 11.432 -12.599 -0.594 0.165 0.079 0.171 -0.21
H 15.288 -18.248 5.143 0.127 0.390 0.506 0.49
C 8.364 -12.590 0.825 0.476 -1.612 0.648 -0.66
F 17.657 -12.381 4.426 -0.042 0.322 -0.173 -0.20
H 9.868 -15.197 -0.968 -0.332 0.113 0.160 0.41
O 14.486 -14.176 3.240 0.859 0.636 -0.278 -0.53
C 14.605 -16.987 1.324 0.814 0.978 -1.608 -0.59
H 7.696 -10.185 2.965 0.088 -0.037 0.053 0.40
H 11.041 -14.670 -2.122 -0.192 0.571 -0.094 0.07
H 19.374 -10.245 -0.971 -0.179 0.144 -0.200 0.37
O 16.988 -7.884 -0.178 1.702 -2.075 2.717 -0.39
H 18.788 -12.363 0.012 0.310 0.209 -0.060 0.39
H 18.645 -7.779 -1.466 0.947 0.285 1.189 0.49
O 14.443 -12.260 4.691 0.924 -0.307 -0.474 -0.76
F 16.832 -14.097 5.376 -0.679 -0.435 0.853 -0.20
C 18.166 -11.797 0.706 -0.314 -0.682 -0.195 -0.54
F 13.788 -14.253 -1.412 0.760 -0.837 -0.967 -0.17
H 7.382 -14.074 -1.463 -0.270 -0.175 0.179 0.09
O 14.535 -11.270 -4.935 0.252 -1.141 -0.538 -0.41
C 18.602 -9.757 -0.377 -1.522 1.114 1.718 -0.55
C 14.676 -17.541 4.584 -0.148 -1.309 -1.728 0.07
C 10.001 -14.982 -2.029 1.168 -0.165 0.388 -0.90
C 6.495 -10.302 1.216 -0.023 -1.313 -1.567 -0.62
H 6.859 -11.732 2.807 -0.272 0.031 0.071 0.35
C 7.405 -10.964 2.260 -1.233 0.332 0.337 -0.62
O 7.025 -12.274 -3.345 -0.801 -2.666 0.089 -0.14
Na 10.926 -10.818 2.240 -0.068 -0.363 0.012 0.96
C 14.043 -13.444 -0.447 -1.014 2.006 3.195 0.24
H 14.193 -17.332 7.298 0.334 -0.060 -0.275 0.35
Na 12.369 -15.130 3.598 0.890 -0.410 -0.276 0.87
H 10.016 -15.941 -2.547 -0.845 0.062 -0.446 0.44
O 5.713 -11.278 0.448 0.039 0.696 0.899 -0.29
H 5.894 -14.178 -3.136 -0.842 0.943 -0.405 0.37
C 6.122 -11.548 -4.168 -0.050 -0.166 0.436 -0.81
C 15.892 -7.183 -0.621 0.961 0.907 -2.014 -0.57
C 16.883 -13.443 4.254 -0.423 0.608 -1.381 0.47
O 17.549 -10.686 0.028 0.282 -0.425 -0.268 -0.01
H 3.989 -10.117 0.459 -0.625 -0.538 -0.016 0.34
H 17.437 -12.522 1.068 -0.510 0.399 -0.260 -0.16
C 15.643 -12.065 -4.299 -1.489 1.405 -0.123 0.42
H 18.767 -12.937 -6.792 0.185 -0.152 -0.728 0.32
C 6.816 -13.735 -3.512 2.279 -0.026 2.140 -0.65
O 15.361 -11.951 2.467 0.623 -1.010 0.472 -0.57
H 15.069 -7.025 0.075 0.040 -0.994 0.377 0.22
C 16.580 -12.562 -5.390 0.782 -0.201 0.107 -0.87
O 9.114 -13.977 -2.512 0.806 -0.061 -0.244 -0.10
H 15.159 -12.880 -3.761 0.150 -0.332 -0.097 0.00
H 5.074 -11.823 -4.045 -0.099 -0.186 0.530 0.30
H 7.139 -9.817 0.483 0.298 0.380 -0.137 0.29
H 7.793 -15.499 -2.454 -0.626 -0.008 -0.274 0.51
O 13.515 -17.109 5.303 0.249 0.346 -0.224 -0.27
H 6.986 -14.048 -4.542 0.198 0.134 0.018 0.40
H 13.987 -16.523 0.555 0.148 0.587 0.133 0.01
H 15.112 -18.888 2.782 0.436 0.305 0.417 0.41
S 12.343 -13.088 0.456 0.949 -0.156 -2.181 0.68
H 4.146 -11.348 -0.929 0.016 0.259 0.250 0.23
H 15.672 -7.695 -1.558 -1.210 0.580 -0.360 0.23
C 18.212 -12.028 -7.024 -0.567 0.640 1.576 -0.72
Na 15.134 -10.301 0.781 0.830 -0.522 0.229 0.88
H 17.160 -13.462 -5.186 -0.382 -0.456 1.152 0.46
H 12.748 -10.172 -4.695 0.139 -0.542 -0.602 0.32
C 4.622 -10.622 -0.270 1.703 0.510 1.080 -0.77
H 7.553 -13.210 1.205 -0.095 -0.097 -0.212 0.50
H 6.251 -10.539 -3.778 -0.121 0.281 -1.022 0.25
H 16.219 -6.157 -0.789 -0.201 0.282 -0.647 0.30
C 17.969 -8.506 -1.016 -0.770 -0.019 -1.473 -0.56
H 8.163 -12.405 -0.230 -0.508 1.329 0.117 0.02
H 18.853 -11.186 -7.288 0.103 -0.339 -0.136 0.23
H 14.332 -15.649 6.645 0.757 -0.228 -0.485 0.28
H 14.050 -9.835 -3.639 -0.142 0.293 0.639 0.19
O 8.603 -11.569 1.801 0.676 0.571 -1.563 -0.37
F 14.635 -12.280 -0.874 -0.868 -0.550 -0.458 0.01
H 15.244 -16.721 4.144 0.324 0.492 0.834 -0.07
H 9.261 -13.205 0.748 0.135 -0.033 0.494 0.30
```
Forces are in eV/Å.



The lowest total charge belongs to which entry? C22H50F6Na4O16S2